134
Properties=species:S:1:pos:R:3:forces:R:3 method="wB97M-V/def2-TZVPD" charge=0 energy_ha=-2634.8879 spin_multiplicity=1 e_above_lowest_kcal_mol=118.0 e_homo_ev=-8.73 orbital_gap_ev=8.89
C -1.15412 -2.96992 2.97514 0.770 -0.894 0.070
O -0.38180 -3.59012 4.03156 -0.935 0.878 -0.446
C 0.97737 -3.83418 3.70561 -0.886 -0.371 -0.046
C 1.63352 -4.40812 4.99501 -1.020 1.641 -0.607
C 1.72804 -3.36240 6.12029 -0.964 -0.589 0.764
N 2.96667 -4.82197 4.81342 1.960 -0.543 -0.464
H -1.02529 -3.51207 2.03835 -0.124 -0.576 -0.101
H -0.83136 -1.97343 2.67358 0.139 0.425 0.687
H -2.21071 -2.97737 3.24283 0.239 0.078 0.186
H 0.97531 -4.58054 2.91123 0.282 -0.564 -0.123
H 1.36009 -2.95281 3.19100 0.755 0.426 0.623
H 1.01698 -5.28225 5.20453 -0.599 0.277 0.628
H 0.74439 -3.02015 6.44183 0.022 0.494 -0.446
H 2.45291 -2.56897 5.93823 -0.363 0.151 -0.584
H 2.10395 -3.79563 7.04716 0.181 -0.563 -0.012
H 3.25526 -5.10837 5.73797 0.623 -0.100 -0.023
H 3.07603 -5.63596 4.22557 -0.136 -0.111 -0.220
C 0.21451 2.35776 4.59795 0.156 1.323 0.818
O 0.26887 3.77176 4.90346 -0.346 -0.984 -0.058
C 0.24936 4.54308 3.72809 0.197 -0.917 -1.653
C 0.42159 5.98516 3.99219 0.025 1.738 -0.066
C 0.47515 6.87291 2.67144 0.449 -0.351 1.144
N 1.54373 6.28280 4.93162 -0.847 -0.134 -0.755
H 0.25448 1.82590 5.54854 0.151 0.070 -0.025
H 1.09033 2.12624 3.99177 -0.060 -0.325 -0.231
H -0.72965 2.08601 4.12591 -0.036 0.079 -0.341
H 0.97568 4.17428 3.00384 0.598 -0.167 0.065
H -0.69068 4.46838 3.18142 -0.552 -0.416 0.073
H -0.53774 6.18948 4.46762 0.182 0.857 0.567
H 1.25102 6.53919 1.98241 -0.106 -0.382 -0.123
H 0.76624 7.89705 2.90489 0.019 -0.038 0.479
H -0.48300 6.99241 2.16571 -0.060 -0.533 0.013
H 1.47757 5.56435 5.63841 -0.095 -0.019 0.464
H 2.40049 6.03073 4.45989 0.361 0.172 -0.354
C -4.90728 -2.00510 -4.11062 1.068 -0.942 0.823
O -3.85400 -2.87314 -3.53885 -1.650 0.179 1.011
C -4.15847 -3.29911 -2.17879 0.919 0.314 -1.119
C -3.69755 -2.29215 -1.11190 0.265 0.318 -2.369
C -2.17639 -2.31925 -0.96542 -0.341 -0.291 -0.468
N -4.33469 -2.58879 0.11704 -0.567 -1.454 0.885
H -5.08878 -2.41309 -5.10496 0.059 0.552 -0.073
H -4.57340 -0.96910 -4.05295 0.100 0.007 -0.535
H -5.83655 -2.04054 -3.54203 -0.027 -0.328 0.137
H -5.20588 -3.57590 -2.05879 -0.365 0.397 -0.163
H -3.62310 -4.23184 -2.00131 0.272 -0.164 -0.219
H -4.05549 -1.32402 -1.46218 0.213 0.334 0.087
H -1.70247 -1.88003 -1.84325 0.063 0.249 0.201
H -1.87656 -3.36683 -0.99317 0.171 -0.208 0.303
H -1.82044 -1.86047 -0.04297 -0.076 0.131 -0.195
H -4.13049 -3.57006 0.24157 0.145 -0.400 0.892
H -5.33333 -2.60512 -0.03311 -0.370 -0.025 -0.111
C -0.89109 -2.27729 -4.61438 0.285 -0.430 -0.703
O 0.20225 -1.96255 -3.74996 0.273 -1.051 -0.563
C 1.25375 -2.92765 -4.05244 -1.122 -0.456 0.983
C 2.22638 -3.15382 -2.87738 0.235 -0.069 -1.027
C 1.62209 -3.75515 -1.59419 -0.437 0.242 -0.700
N 2.97326 -1.94538 -2.60789 -0.327 0.728 0.914
H -1.37749 -3.18548 -4.25844 -0.594 0.401 0.285
H -0.54430 -2.56896 -5.60573 0.515 0.060 -0.240
H -1.53294 -1.42952 -4.85401 -0.156 0.021 0.932
H 0.74540 -3.86686 -4.27056 -0.035 -0.318 0.075
H 1.73045 -2.65651 -4.99443 0.430 0.337 0.100
H 2.97406 -3.83046 -3.29120 -0.124 -0.562 0.100
H 1.02863 -4.63526 -1.84179 0.283 -0.301 -0.008
H 0.89045 -3.10254 -1.11785 0.142 0.323 -0.064
H 2.39889 -3.99276 -0.86740 -0.001 -0.060 -0.137
H 2.26092 -1.23188 -2.54795 0.032 0.650 0.341
H 3.47889 -1.62478 -3.42131 0.365 -0.314 -0.194
C 6.90347 1.27454 0.11050 0.979 0.023 -0.002
O 6.47629 0.52228 1.23849 -0.666 -0.070 -0.756
C 5.49724 -0.46131 0.97856 -0.839 0.518 1.435
C 4.62078 -0.61561 2.23574 1.246 2.022 2.543
C 5.31475 -1.13636 3.52947 1.254 0.056 -1.641
N 3.48534 -1.43149 2.03715 -0.812 -1.676 -0.884
H 7.06269 0.76265 -0.83856 -0.196 -0.994 0.162
H 7.90648 1.57287 0.41554 -0.174 0.693 -0.202
H 6.26066 2.10127 -0.19186 -0.177 0.273 0.681
H 4.73501 -0.17271 0.25481 0.410 0.138 -0.798
H 5.99899 -1.39096 0.71007 -0.193 -0.324 -0.173
H 4.15845 0.32199 2.54438 0.734 0.868 -0.506
H 5.42061 -2.19993 3.31566 0.009 -0.346 0.643
H 4.77801 -0.93091 4.45564 -0.136 -0.088 -0.211
H 6.33706 -0.76355 3.59273 -0.051 0.261 0.258
H 3.40002 -1.88387 2.93614 -0.724 -0.525 0.015
H 3.88093 -2.14498 1.44172 -0.623 -0.983 -0.335
C -5.44956 4.46198 -5.20946 -0.765 -0.125 -1.537
O -4.18722 3.81950 -5.14854 -0.273 -0.344 0.884
C -4.11672 2.83543 -4.11060 0.288 -0.529 1.589
C -2.66714 2.30756 -3.88215 0.963 0.500 -1.126
C -2.15994 1.55158 -5.08741 0.226 0.136 -1.690
N -2.29760 1.61421 -2.66241 -1.708 -0.213 0.931
H -5.59948 4.87847 -6.20553 0.820 0.315 -0.240
H -5.69523 5.29133 -4.54619 0.635 -0.260 0.694
H -6.29977 3.78157 -5.25725 0.042 -0.625 0.839
H -4.41066 3.21111 -3.13051 -0.042 0.736 0.096
H -4.83373 2.02267 -4.22644 -0.115 -0.318 -0.802
H -2.11606 3.24788 -3.86806 0.275 0.122 0.148
H -2.86786 0.83848 -5.50984 -0.389 -0.011 0.065
H -1.22756 0.99140 -5.01707 0.147 0.107 0.807
H -1.91898 2.27084 -5.87016 -0.318 0.001 -0.338
H -2.48204 0.62298 -2.72209 -0.558 -0.268 -0.090
H -1.29676 1.61813 -2.52675 -0.476 0.603 -0.389
N -5.94489 -0.30103 1.40432 -1.617 -0.420 0.699
C -4.91528 0.54157 1.31786 -0.147 1.747 -0.277
N -3.84230 -0.02713 0.84632 3.031 -0.512 -1.109
O -4.92948 1.73369 1.54416 -0.772 1.096 1.009
H -6.67227 0.00229 2.03600 -0.314 -0.636 -0.592
H -5.87031 -1.13522 0.83981 -0.745 0.237 0.972
H -3.88536 -1.00384 0.59280 0.525 0.227 0.328
H -3.19926 0.64135 0.44665 0.250 -0.430 -0.165
N 0.93850 3.41133 0.45650 -4.641 1.225 -0.701
C 2.20550 3.31400 0.63612 1.970 4.062 0.027
N 2.56377 2.07267 0.66455 3.177 -2.922 0.467
O 2.91483 4.33369 0.74061 0.129 -1.258 0.218
H 0.62175 4.35875 0.30763 -0.569 -0.426 -0.138
H 0.43723 2.56720 0.21929 -0.617 0.717 -0.205
H 1.84937 1.36594 0.76589 0.912 0.046 0.330
H 3.49672 2.02543 1.04857 -0.030 -1.062 -0.066
N 0.46208 1.94414 -2.54453 -1.286 1.376 1.795
C 1.15667 1.69016 -3.62805 2.341 1.351 -0.686
N 1.46607 0.40215 -3.79536 0.091 -1.459 -0.154
O 1.63817 2.57895 -4.30240 0.152 0.713 -0.876
H 0.36973 2.93092 -2.35001 -0.120 -0.195 0.127
H 0.20240 1.26433 -1.84416 0.377 -0.174 0.243
H 2.18756 0.21258 -4.47625 -0.636 -0.033 -0.245
H 0.68135 -0.21810 -3.65533 0.518 -0.688 -0.279
N 0.18316 0.44713 1.65118 -1.082 1.635 4.364
C 0.26410 -0.07208 0.48387 -0.683 -0.019 -4.175
N 1.23711 -0.88790 0.28357 3.127 -3.234 -0.095
O -0.42978 0.30742 -0.45615 -1.388 0.881 -0.787
H -0.59762 1.07614 1.77293 0.040 -0.175 0.540
H 0.63830 -0.00338 2.43220 -0.204 0.386 0.120
H 1.62290 -1.15246 -0.61157 -0.664 0.284 -0.074
H 1.83894 -1.16104 1.04730 0.461 0.085 0.232